(1)
C35H45N8O10SeSr | the ωB97M-V functional and the def2-TZVPD basis

```
100
C35H45N8O10SeSr | OMol25 | the ωB97M-V functional and the def2-TZVPD basis
Sr -1.56348 -1.52383 -0.03558
O -0.34435 1.65003 2.72330
C -0.88162 0.87229 1.93607
O -0.33176 0.06675 1.13142
C -2.42544 0.87181 1.91573
C -3.20420 1.71869 2.69240
C -4.58450 1.63719 2.56666
C -5.15452 0.72634 1.68680
C -4.30778 -0.10768 0.97033
N -2.98925 -0.00583 1.09402
C -4.78491 -1.18065 -0.03196
O -5.93675 -1.07421 -0.46858
O -3.91099 -2.03145 -0.34209
H -2.71720 2.41134 3.36346
H -5.21935 2.28591 3.15924
H -6.22268 0.64122 1.54600
O -2.06580 -3.22442 1.43901
C -1.92404 -4.41761 1.26480
C -1.27862 -5.11067 0.15183
C -1.07670 -6.47062 0.34958
C -0.38198 -7.23350 -0.56657
C 0.14612 -6.64272 -1.72552
C -0.05630 -5.31684 -1.96189
C -0.80340 -4.47853 -1.06641
O -1.03398 -3.27694 -1.36665
N -0.17513 -8.63454 -0.31999
O 0.46469 -9.27689 -1.14147
O -0.64785 -9.12584 0.69538
H -2.29119 -5.11090 2.04760
H -1.44994 -6.94695 1.24745
H 0.70567 -7.25945 -2.41512
H 0.34162 -4.84128 -2.84835
N -4.17643 0.31148 -2.53456
C -3.11805 -0.55875 -2.45672
N -3.23009 -1.72401 -3.14493
O -2.07124 -0.23509 -1.89184
H -5.09256 -0.11166 -2.43964
H -4.05694 1.09212 -1.90500
H -4.16609 -2.08619 -3.23862
H -2.55217 -2.41704 -2.84770
C 2.36390 -1.88899 -0.52139
N 2.78899 -2.37106 0.78407
C 3.91995 -1.68219 1.37069
C 1.82095 -2.95961 1.53660
O 0.67287 -3.08445 1.14096
N 2.22392 -3.43832 2.79365
C 1.10909 -3.82300 3.64226
C 3.29274 -4.42537 2.78575
H 3.24223 -1.54478 -1.06635
H 1.65948 -1.06011 -0.43129
H 1.88404 -2.69051 -1.08047
H 3.79346 -0.59986 1.27069
H 4.84640 -1.96593 0.86483
H 3.99710 -1.92298 2.42696
H 0.33785 -3.05850 3.60214
H 1.47073 -3.91966 4.66687
H 0.66377 -4.77535 3.33046
H 4.03596 -4.17292 2.03434
H 2.90459 -5.42746 2.56182
H 3.77880 -4.45524 3.76296
C 4.87484 1.67296 -1.07807
C 4.33293 2.96469 -0.47610
C 3.73648 2.76156 0.91583
C 2.37983 2.06534 0.90436
N 1.34589 2.86956 0.28231
C 0.70044 2.56348 -0.86981
Se 1.13200 1.28142 -2.09526
N -0.34717 3.42254 -0.98433
C -1.35253 3.35894 -2.03094
C -0.91478 4.02407 -3.33064
C -0.45980 5.46888 -3.16184
C 0.04355 6.06115 -4.47211
C -0.34863 4.30400 0.08203
C -1.17102 5.37338 0.39806
C -0.88382 6.07064 1.56139
C 0.18224 5.69875 2.38366
C 1.00099 4.62826 2.06465
C 0.72768 3.94720 0.89092
H 5.38017 1.86514 -2.02464
H 4.06465 0.97310 -1.28260
H 5.58976 1.19878 -0.40184
H 3.56731 3.37488 -1.14017
H 5.13447 3.70592 -0.41722
H 3.64083 3.72576 1.42125
H 4.41955 2.15362 1.51788
H 2.02693 1.83547 1.91141
H 2.41942 1.13323 0.34073
H -2.24546 3.85009 -1.63591
H -1.57394 2.30208 -2.19661
H -1.75925 3.98025 -4.02433
H -0.10574 3.43284 -3.76442
H 0.33860 5.51065 -2.41639
H -1.28458 6.07690 -2.77627
H 0.87192 5.46959 -4.86357
H 0.39190 7.08583 -4.34285
H -0.74484 6.06660 -5.22644
H -2.00705 5.64976 -0.22894
H -1.50093 6.91460 1.83878
H 0.36501 6.25017 3.29587
H 1.79456 4.31307 2.72477
```

Computed properties:
Total energy   -135611.287 eV
Energy relative to the best compared isomer or geometry (same formula, charge and spin)   1.775 eV
Net charge   -1
HOMO   -5.15 eV

(2)
C35H46AuClN6OP | the ωB97M-V functional and the def2-TZVPD basis

```
91
C35H46AuClN6OP | OMol25 | the ωB97M-V functional and the def2-TZVPD basis
Au -0.18744 0.98262 -0.68185
C 3.26127 -1.29839 -4.20300
C 3.85378 -2.41538 -3.38844
C 4.31506 -3.57553 -4.00621
C 4.86981 -4.61413 -3.27530
C 4.97483 -4.51782 -1.89502
C 4.50700 -3.38220 -1.25593
C 3.95411 -2.34289 -1.99544
N 3.47105 -1.18970 -1.29962
C 2.15833 -0.86118 -1.19290
N 1.28805 -1.80159 -1.62522
C -0.10401 -1.76401 -1.86722
C -0.93623 -0.68354 -1.57896
C -2.29946 -0.79938 -1.85549
C -2.82471 -1.95497 -2.40197
C -1.98363 -3.01977 -2.68735
C -0.62608 -2.94567 -2.43159
C 0.26850 -4.11737 -2.74319
N 1.77840 0.26703 -0.66309
C 2.78647 1.25365 -0.37463
C 3.14809 2.13526 -1.39014
C 4.10514 3.11167 -1.16815
C 4.70040 3.20933 0.08038
C 4.33565 2.33274 1.08996
C 3.38172 1.33700 0.88869
C 3.02979 0.37029 1.97769
H 3.68474 -1.29374 -5.20580
H 3.45222 -0.32702 -3.74725
H 2.17788 -1.40775 -4.30344
H 4.25139 -3.65346 -5.08479
H 5.22760 -5.49819 -3.78589
H 5.41407 -5.32179 -1.32052
H 4.56425 -3.28632 -0.17876
H 4.13057 -0.53849 -0.90165
H 1.73962 -2.64716 -1.93695
H -2.96586 0.02275 -1.64310
H -3.88466 -2.02613 -2.60624
H -2.38505 -3.92944 -3.11623
H -0.31470 -4.93966 -3.15135
H 0.78081 -4.49630 -1.85290
H 1.03465 -3.86426 -3.48312
H 2.65887 2.05022 -2.35422
H 4.38254 3.79016 -1.96394
H 5.44590 3.96981 0.27013
H 4.80528 2.41226 2.06317
H 3.58890 0.59786 2.88496
H 3.27386 -0.65368 1.68053
H 1.96419 0.39354 2.19367
Cl 2.59397 5.77836 0.87006
C 1.29280 4.76318 0.37105
C 0.91628 4.75402 -0.97437
C -0.12752 3.95779 -1.37659
C -0.84635 3.17136 -0.44450
C -1.82927 2.18155 -0.89296
C -0.42411 3.18544 0.90142
C 0.64193 3.98139 1.30447
H 1.45324 5.36856 -1.68329
H -0.42314 3.93865 -2.41839
H -2.15320 2.25409 -1.92518
H -2.62869 1.92157 -0.20914
H -0.93459 2.56125 1.62341
H 0.96022 3.99561 2.33741
C 0.38798 -2.80787 1.90836
N -0.96794 -2.33612 2.14776
C -1.94795 -2.93068 1.24787
P -1.17496 -0.81973 2.78313
O -0.61719 0.33121 2.01235
N -2.80369 -0.63207 2.98054
C -3.55290 -1.42718 3.93686
C -3.61588 0.09830 2.02755
N -0.42620 -0.94266 4.24783
C 0.05898 0.25854 4.91344
C -0.33613 -2.14034 5.06447
H 0.41870 -3.89640 2.00084
H 1.07107 -2.38112 2.64082
H 0.73723 -2.53592 0.90641
H -1.98118 -4.01058 1.41074
H -1.69949 -2.74602 0.19750
H -2.93879 -2.52699 1.43744
H -2.88479 -1.89997 4.65217
H -4.13586 -2.21263 3.44240
H -4.24571 -0.79065 4.49203
H -2.96734 0.57356 1.29735
H -4.20929 0.86491 2.53276
H -4.30452 -0.57028 1.49723
H -0.04423 1.11753 4.25589
H 1.11514 0.14382 5.17245
H -0.49972 0.44644 5.83498
H -0.68163 -3.00834 4.50887
H -0.93551 -2.04514 5.97576
H 0.70186 -2.30872 5.36597
```

Computed properties:
Total energy   -73531.008 eV
Energy relative to the best compared isomer or geometry (same formula, charge and spin)   0.000 eV
Net charge   +1
HOMO   -10.97 eV

(3)
C35H46BGe2N4PdS2 | the ωB97M-V functional and the def2-TZVPD basis

```
91
C35H46BGe2N4PdS2 | OMol25 | the ωB97M-V functional and the def2-TZVPD basis
Pd 0.06776 0.99056 -0.54135
C 1.51229 1.15261 3.62008
N 0.63224 2.25362 3.29500
C -0.29773 2.83017 4.12825
C -0.93005 3.77040 3.39604
N -0.39736 3.78232 2.12651
B -1.07833 4.71903 1.03854
N -0.41103 4.58207 -0.34908
C 0.61312 5.38861 -0.78956
C 1.02633 4.93912 -1.99079
N 0.25436 3.83349 -2.28538
C 0.34252 3.05009 -3.49767
C -0.62694 3.61915 -1.26985
S -1.83324 2.39586 -1.26581
C 0.58269 2.85867 2.07381
S 1.69920 2.45517 0.84178
H 1.14449 0.67247 4.52611
H 2.53371 1.50319 3.77397
H 1.51877 0.44188 2.79347
H -0.44116 2.50603 5.14294
H -1.73847 4.42871 3.66015
H -0.92783 5.86643 1.40846
H -2.23777 4.40449 0.96893
H 0.97287 6.20394 -0.18931
H 1.81102 5.27351 -2.64532
H 1.37450 3.04234 -3.84589
H -0.30394 3.46084 -4.27582
H 0.02221 2.03073 -3.28901
C -4.26147 0.33246 2.40233
C -4.80988 -0.64505 1.36758
C -3.81175 -1.71692 0.92596
C -2.55539 -1.14404 0.25151
Ge -0.93847 -0.84833 1.36791
C -0.73466 -2.42580 2.58900
C -1.54436 -2.57779 3.88639
C -0.94803 -1.84475 5.09792
C -1.49570 -0.43260 5.28909
H -5.00261 1.09429 2.65099
H -3.37760 0.84856 2.02569
H -3.98468 -0.18617 3.32349
H -5.12705 -0.08399 0.48289
H -5.70140 -1.13952 1.76718
H -4.32506 -2.38060 0.22284
H -3.53896 -2.33868 1.78426
H -2.78846 -0.19729 -0.24224
H -2.21519 -1.82735 -0.53361
H -1.11490 0.40163 2.26303
H 0.33370 -2.48069 2.81844
H -0.93255 -3.28711 1.93953
H -1.61463 -3.64301 4.13009
H -2.57256 -2.23171 3.74375
H 0.13988 -1.80518 4.98652
H -1.14931 -2.42305 6.00438
H -1.37798 0.16216 4.38270
H -0.98695 0.08399 6.10709
H -2.56130 -0.46619 5.52743
C 0.66907 -0.74552 0.33436
Ge 1.26933 -1.33235 -1.35602
C 3.16452 -0.75525 -1.45418
C 3.43022 0.59753 -1.67595
C 4.72647 1.09053 -1.66779
C 5.79289 0.23130 -1.43366
C 5.55059 -1.11461 -1.20485
C 4.24697 -1.59893 -1.21503
C 1.21678 -3.26143 -1.85079
C 0.22778 -4.10537 -1.35019
C 0.08835 -5.40695 -1.81571
C 0.94861 -5.88930 -2.79164
C 1.94463 -5.06412 -3.29766
C 2.07250 -3.76213 -2.83252
C 0.49225 -0.67165 -3.08220
C 1.34335 -0.39377 -4.15216
C 0.83767 -0.01575 -5.38965
C -0.53359 0.08742 -5.58012
C -1.39398 -0.19363 -4.52780
C -0.88355 -0.56992 -3.29298
H 2.59961 1.27915 -1.83943
H 4.90269 2.14777 -1.82718
H 6.80722 0.61224 -1.42278
H 6.37733 -1.78806 -1.01022
H 4.07076 -2.65279 -1.02541
H -0.44249 -3.73957 -0.57750
H -0.69059 -6.04641 -1.41703
H 0.84206 -6.90287 -3.15905
H 2.62014 -5.43615 -4.05933
H 2.84285 -3.12114 -3.24743
H 2.41673 -0.45896 -4.01334
H 1.51695 0.20536 -6.20518
H -0.92882 0.38509 -6.54400
H -2.46506 -0.10304 -4.66297
H -1.56710 -0.75946 -2.47395
```

Computed properties:
Total energy   -181862.266 eV
Energy relative to the best compared isomer or geometry (same formula, charge and spin)   0.000 eV
Multiplicity   3
Net charge   -1
HOMO (alpha / beta)   -3.40 / -4.31 eV
Expectation value of S²   2.01

(4)
C35H47CdN2O6P2S | the ωB97M-V functional and the def2-TZVPD basis

```
94
C35H47CdN2O6P2S | OMol25 | the ωB97M-V functional and the def2-TZVPD basis
Cd 0.34662 0.01591 -0.08514
C 0.20360 1.96375 -3.59967
C 0.08341 0.48373 -3.98240
C -0.45408 0.40302 -5.41728
P -0.72817 -0.37174 -2.52262
C -0.76925 -2.19566 -2.94162
C -1.46397 -2.58609 -4.24661
C -1.43540 -2.92844 -1.77386
C -2.44366 0.21095 -2.43384
C -3.18565 0.75417 -3.47980
C -4.41315 1.35468 -3.25832
C -4.90898 1.43088 -1.95935
C -4.21488 0.86192 -0.91334
C -2.97371 0.22163 -1.11565
N -2.24940 -0.34769 -0.10709
C -2.81360 -1.21522 0.76216
C -4.05318 -1.87154 0.52280
C -4.53729 -2.84121 1.37100
C -3.82107 -3.23179 2.49993
C -2.61286 -2.60984 2.76214
C -2.10502 -1.61437 1.93280
P -0.53052 -0.77748 2.24859
C -1.02727 0.43409 3.58621
C -1.71582 -0.18110 4.80036
C -1.91101 1.50406 2.94593
C 0.50148 -2.03787 3.16408
C 0.57295 -3.37011 2.41671
C 1.90575 -1.45888 3.34929
H 0.79668 2.50421 -4.34180
H 0.67016 2.09049 -2.62652
H -0.78722 2.42042 -3.54737
H 1.08592 0.03683 -3.97242
H -1.23640 1.14451 -5.57259
H -0.85099 -0.57182 -5.68073
H 0.35371 0.63498 -6.11587
H 0.28618 -2.48413 -2.97960
H -2.40437 -2.04335 -4.36841
H -1.69703 -3.65313 -4.21774
H -0.82866 -2.41532 -5.11353
H -2.48864 -2.64801 -1.70492
H -0.94412 -2.69070 -0.83431
H -1.37059 -4.00830 -1.92513
H -2.81686 0.69416 -4.49258
H -4.97448 1.76908 -4.08642
H -5.85240 1.93087 -1.77122
H -4.61548 0.90183 0.09252
H -4.61350 -1.61908 -0.36787
H -5.48841 -3.31177 1.14648
H -4.19279 -4.01699 3.14598
H -2.04618 -2.91874 3.63304
H -0.09595 0.90352 3.90230
H -2.60363 -0.74341 4.51156
H -2.02832 0.61647 5.47982
H -1.04642 -0.84299 5.35221
H -2.86963 1.07590 2.64311
H -1.42549 1.92332 2.06351
H -2.10184 2.31555 3.65285
H 0.05397 -2.21211 4.14739
H 0.96182 -3.23554 1.41044
H -0.40777 -3.83750 2.33565
H 1.23499 -4.05445 2.95498
H 2.33453 -1.21994 2.37282
H 2.55887 -2.18587 3.83768
H 1.88789 -0.54194 3.94091
O 5.94230 0.05727 -3.40708
C 4.80167 0.07954 -2.66821
C 4.19187 1.27462 -2.30547
C 3.04521 1.22656 -1.53520
N 2.50416 0.08175 -1.13802
C 3.07904 -1.06546 -1.49228
C 4.23257 -1.11636 -2.25319
C 2.39206 -2.34615 -0.99767
O 2.96227 -3.41482 -1.21710
O 1.28703 -2.14866 -0.41502
C 2.36828 2.50902 -1.05896
O 2.95749 3.56926 -1.29504
O 1.28803 2.35189 -0.41393
H 6.20360 0.96457 -3.59095
H 4.58393 2.24040 -2.60055
H 4.67130 -2.07184 -2.50248
O 1.25008 1.51417 2.30382
S 2.52831 2.16102 1.89809
C 3.45971 2.26187 3.50379
C 4.00395 3.67368 3.60699
C 2.85046 4.57779 3.17735
C 2.28392 3.98613 1.89428
H 4.23064 1.49160 3.49766
H 2.73012 2.04549 4.28496
H 4.85255 3.79855 2.92881
H 4.33581 3.90962 4.62066
H 3.17937 5.60729 3.02556
H 2.08734 4.57655 3.96025
H 2.79558 4.34750 1.00279
H 1.21793 4.15037 1.75658
```

Computed properties:
Total energy   -86305.256 eV
Energy relative to the best compared isomer or geometry (same formula, charge and spin)   0.000 eV
Net charge   -1
HOMO   -3.98 eV

(5)
C35H47ClF6Ge2N4O6PtS3 | the ωB97M-V functional and the def2-TZVPD basis

```
105
C35H47ClF6Ge2N4O6PtS3 | OMol25 | the ωB97M-V functional and the def2-TZVPD basis
Pt 0.00143 0.41852 0.22529
F 3.40766 -2.13641 2.99467
C 2.68221 -1.02787 2.97707
F 1.41188 -1.36294 3.27513
F 3.10970 -0.21796 3.93111
S 2.66781 -0.07814 1.35913
O 2.15081 -0.96708 0.34899
O 3.95532 0.45273 1.14800
N 1.57109 0.97498 1.81535
S 1.91637 2.40429 1.17944
O 3.04148 3.05855 1.71822
O 1.74127 2.33723 -0.24096
C 0.43715 3.37632 1.84021
F 0.04674 4.28953 0.94555
F 0.74719 3.99078 2.96649
F -0.62407 2.58797 2.08876
C 0.21309 6.15888 -5.22188
C -1.05787 5.34713 -5.50882
C -0.94000 4.78170 -6.93389
C -2.26193 6.29237 -5.45844
C -1.18530 4.16706 -4.48106
O -0.04994 3.32495 -4.56308
C -2.51080 3.36950 -4.67586
C -2.31124 1.85618 -4.78166
C -3.56751 1.07769 -5.08019
C -4.83405 1.64390 -5.13515
C -5.94145 0.88577 -5.47850
C -5.79349 -0.45964 -5.76957
Cl -7.17333 -1.40491 -6.20191
C -4.53980 -1.05055 -5.70806
C -3.44443 -0.28107 -5.36475
C -1.12362 4.72586 -3.03976
N -1.31935 3.71804 -2.03638
C -0.53734 2.70004 -1.69297
N -1.05735 2.10372 -0.62458
C -2.18657 2.80629 -0.36766
N -2.36135 3.78415 -1.21105
H 0.45066 6.76966 -6.08826
H 1.05748 5.50169 -5.02765
H 0.07688 6.82474 -4.37432
H -1.04459 5.59586 -7.64557
H -1.71158 4.04818 -7.15608
H 0.03605 4.33080 -7.10185
H -2.06406 7.14461 -6.10236
H -2.43928 6.67616 -4.45908
H -3.17217 5.81751 -5.81096
H 0.10722 3.10111 -5.48676
H -3.00044 3.69952 -5.59038
H -3.17938 3.59129 -3.84360
H -1.85160 1.46525 -3.86932
H -1.61428 1.64899 -5.59734
H -4.97788 2.69039 -4.92096
H -6.91641 1.34312 -5.53363
H -4.42877 -2.09672 -5.94383
H -2.46740 -0.74001 -5.32973
H -1.89854 5.47251 -2.87308
H -0.13728 5.16728 -2.89222
H 0.36164 2.42359 -2.20794
H -2.85578 2.61456 0.44340
C -3.90207 -1.53625 -2.15241
S -3.09377 -0.00682 -1.55267
C -3.61315 -0.21051 0.19581
O -1.63573 -0.33970 -1.51441
H -3.42299 -2.39047 -1.68773
H -3.78700 -1.58546 -3.23015
H -4.95517 -1.48052 -1.90607
H -4.59216 0.23491 0.33148
H -2.86639 0.28641 0.81593
H -3.62804 -1.26927 0.42753
C -3.94834 -2.84181 2.57972
Ge -1.96168 -3.12569 2.83212
C -1.41221 -1.98086 4.38731
C -1.81850 -5.09337 3.26810
Ge -0.16226 -2.05888 0.78796
C -0.93842 -3.05605 -0.80544
C -1.83956 -4.11188 -0.74055
C -2.21644 -4.79392 -1.88871
C -1.69069 -4.42597 -3.11571
C -0.79096 -3.37472 -3.19277
C -0.42241 -2.69403 -2.04725
C 1.21860 -3.49509 1.20784
C 1.42109 -4.15118 2.40908
C 2.36349 -5.16390 2.50693
C 3.12515 -5.51651 1.40594
C 2.94012 -4.84861 0.20757
C 1.99676 -3.84211 0.10754
H -4.41254 -3.34070 3.42964
H -4.32488 -3.30248 1.67131
H -4.22483 -1.79194 2.60014
H -2.21753 -1.98592 5.11817
H -1.23063 -0.96104 4.06406
H -0.50909 -2.35682 4.85329
H -2.18740 -5.20629 4.28575
H -0.80467 -5.47088 3.21721
H -2.44397 -5.67945 2.60133
H -2.24868 -4.42210 0.21474
H -2.92362 -5.60830 -1.82901
H -1.97801 -4.96101 -4.00791
H -0.37800 -3.07849 -4.14581
H 0.26434 -1.85764 -2.10460
H 0.86463 -3.86861 3.29219
H 2.51416 -5.66428 3.45086
H 3.86516 -6.29927 1.48770
H 3.53453 -5.10269 -0.65860
H 1.87935 -3.31734 -0.82980
```

Computed properties:
Total energy   -232903.738 eV
Energy relative to the best compared isomer or geometry (same formula, charge and spin)   3.981 eV
Multiplicity   2
Net charge   +1
HOMO (alpha / beta)   -11.08 / -11.08 eV
Expectation value of S²   1.09